{"formula": "C12H47N3O10", "method": "ωB97M-V/def2-TZVPD", "charge": 1, "e_lumo_ev": [-3.4, -9.4], "orbital_gap_ev": [7.589, 1.638], "spin_multiplicity": 2, "species": ["C", "H", "H", "C", "H", "H", "O", "C", "H", "H", "H", "H", "H", "C", "H", "H", "O", "H", "H", "H", "H", "H", "N", "H", "H", "H", "O", "H", "H", "O", "O", "H", "H", "H", "C", "H", "H", "H", "O", "C", "H", "H", "H", "H", "O", "O", "H", "H", "N", "H", "H", "H", "H", "H", "C", "H", "C", "O", "H", "H", "H", "H", "C", "N", "O", "H", "C", "C", "H", "H", "H", "C"], "coordinates": [[2.879812, -4.186016, -1.218958], [4.598812, -4.796436, -2.280128], [-3.276868, 2.475674, -1.052868], [1.587372, 3.127604, -1.263038], [-2.960918, 1.209114, 3.832162], [2.627062, 2.842844, -1.424448], [2.142202, -3.804096, -2.338878], [-4.466958, 1.630074, 1.622912], [2.886102, 2.947154, 1.286272], [-2.222808, -1.501236, 0.748522], [-3.152518, -0.376976, 3.033352], [3.007462, -7.069316, -1.091638], [-0.657038, 2.435134, 0.143262], [1.800232, 3.040634, 1.301602], [-1.641998, 0.576694, 3.042212], [-1.932688, 1.770204, 0.614912], [-1.210278, 1.668154, -0.004718], [2.958652, -6.545576, -2.796838], [2.076002, 4.745504, -0.104658], [-0.192988, 5.014124, -0.271688], [2.330552, -4.528546, -0.341988], [1.195412, -0.688686, 1.237662], [4.955562, -5.311126, -0.269268], [4.899352, -4.383546, 0.126372], [0.967412, -2.277486, -3.044228], [-6.944508, 1.716714, 0.458202], [-3.097208, -1.210076, 0.489912], [-4.886898, 1.092334, -0.449868], [2.726692, -0.304846, 2.690012], [-3.152158, 1.138814, 1.685062], [-1.157978, -0.383346, -1.719238], [3.536902, -0.217326, 0.098352], [-1.930248, -0.841376, -1.387518], [-3.213048, -0.371756, 0.937152], [1.224292, -2.741366, -2.091898], [-4.662338, 3.554144, -1.281538], [-4.555198, 2.378534, 2.410402], [1.254962, 3.732114, -4.413138], [-1.201898, -2.591126, 2.259562], [3.590472, -6.658316, -1.915818], [4.482222, -7.252486, -2.115468], [-3.578658, 3.675604, 0.226002], [0.302732, -3.172636, -1.700968], [-0.809718, -3.116076, 2.957312], [0.285882, -0.512686, 1.478522], [2.517372, -0.127516, 3.607052], [3.506522, -1.499336, 0.902972], [-6.599828, 2.526434, -0.839368], [0.037842, 4.308904, 0.413502], [-0.071248, -0.031516, 0.732092], [0.965082, 2.238504, -1.364818], [1.323172, 2.061254, 1.265282], [4.427642, -5.802166, 0.438032], [2.100272, 2.451654, -3.528158], [1.216902, 3.090184, -3.533028], [1.535212, -1.980906, -1.375578], [4.048162, -5.247486, -1.454628], [1.087502, 3.845454, -2.342278], [3.384622, -3.314036, -0.803128], [-1.174008, 0.465444, -1.277038], [1.459712, 3.659824, 2.131512], [-5.049428, 0.813844, 2.050202], [-2.726598, 0.622374, 2.943942], [-6.315688, 2.433594, 0.125382], [3.132712, -0.618866, 0.867532], [-0.535948, -1.936816, 2.048302], [-4.044778, 3.051984, -0.536848], [-4.940618, 2.000164, 0.151012], [0.008892, 4.908834, 1.225502], [0.335892, 2.460224, -3.655748], [1.565852, -0.218406, 3.657932], [1.393532, 3.909684, 0.049422]], "forces_ev_per_angstrom": [[2.1, -1.1, -0.2], [0.3, 0.1, -0.1], [0.2, 0.4, -0.1], [-1.9, -0.4, 0.4], [-0.8, 0.4, -0.3], [0.4, 0.2, 0.3], [-0.3, -0.2, 1.6], [-1.3, -0.3, 0.3], [0.0, -0.2, 0.5], [0.1, -0.4, 0.4], [0.1, -0.1, 0.3], [0.0, -0.4, -0.1], [0.2, 0.9, 0.0], [0.7, 1.2, -1.7], [0.1, -0.2, -0.9], [-0.7, -0.2, 0.5], [0.8, -0.6, -0.4], [0.1, -0.3, 0.0], [0.1, 0.4, 0.5], [-0.8, -0.1, -0.7], [-1.0, -0.3, -0.1], [0.4, 0.1, -0.1], [-2.3, 0.7, -1.0], [1.0, 0.6, 0.2], [0.1, -0.1, 0.0], [0.0, -0.2, 0.4], [-0.1, -0.8, -0.9], [0.5, -0.4, 0.2], [0.1, 0.3, -0.1], [1.6, 0.8, -0.2], [0.8, -1.0, -0.8], [0.1, 0.5, -0.2], [-0.5, -0.1, 0.3], [0.0, 0.6, 0.0], [-0.3, 0.9, -1.0], [0.3, 0.4, 0.2], [-0.2, 0.9, -0.5], [0.1, 0.2, 0.3], [-0.3, -0.7, 0.1], [0.0, 1.5, 0.8], [-0.3, -0.1, 0.0], [-0.1, 0.5, -0.4], [-0.3, -0.4, 0.2], [-0.1, -0.2, 0.2], [0.2, -0.3, 0.4], [0.2, -0.1, 0.4], [0.3, -0.2, 0.3], [0.1, 0.3, -0.2], [-0.4, 0.8, -1.9], [-0.6, 0.6, -0.5], [0.2, -0.9, 1.1], [-0.1, 0.1, 0.2], [0.2, -1.0, 0.4], [0.2, 0.0, 0.1], [-0.6, 0.1, -0.3], [0.4, -0.3, 0.2], [0.0, -0.4, -0.7], [0.7, 1.4, -1.1], [-0.2, 0.8, 0.0], [-0.1, 0.7, 0.4], [0.3, -0.6, 0.4], [-0.8, -0.2, -0.4], [-0.1, -0.3, 0.6], [-0.8, 0.4, 0.5], [-0.2, -0.4, -0.3], [0.4, 0.7, -0.2], [-0.2, -1.4, 0.4], [1.0, -0.5, 0.7], [0.5, -0.4, 0.7], [-0.1, -0.3, 0.1], [-0.3, 0.1, 0.0], [1.0, -1.5, 1.3]]}


{"formula": "C12H48KN24O12", "method": "ωB97M-V/def2-TZVPD", "charge": 1, "e_lumo_ev": -2.4, "orbital_gap_ev": 8.787, "e_above_lowest_kcal_mol": 114.2, "species": ["O", "N", "N", "H", "N", "N", "K", "H", "H", "N", "H", "H", "O", "N", "H", "H", "H", "H", "H", "N", "H", "H", "H", "O", "O", "H", "H", "C", "O", "N", "O", "N", "H", "H", "H", "C", "C", "H", "H", "H", "H", "H", "O", "N", "O", "H", "H", "H", "H", "H", "H", "C", "H", "H", "H", "O", "N", "C", "H", "N", "H", "N", "N", "N", "N", "H", "H", "C", "N", "H", "N", "C", "C", "H", "O", "O", "H", "C", "N", "H", "C", "C", "O", "H", "H", "N", "H", "N", "H", "H", "H", "H", "N", "C", "N", "H", "N"], "coordinates": [[-0.098647, -3.125553, -0.658955], [-1.567767, 0.830067, -3.770505], [-1.458267, 1.633407, 2.997025], [-2.596417, -3.648523, -2.396655], [-5.483847, -2.728693, -2.434065], [1.597863, 3.173327, 3.104045], [0.430213, -0.565523, 0.079065], [1.186793, 2.840217, 3.964375], [-0.721207, 3.593027, -0.500445], [3.016743, 1.679637, -2.902825], [-0.154067, -3.630013, 3.729315], [2.051853, 3.488477, -3.374735], [-1.166297, 4.628377, -2.762845], [5.553533, 2.002947, 1.241565], [3.504293, -0.676443, 2.005835], [-1.412527, 7.176847, -2.172385], [-0.361077, -0.597543, 4.831525], [-1.105157, 0.141877, -4.347105], [4.587423, 1.717797, 1.167935], [7.016923, 3.433837, 0.694225], [1.355443, -5.020053, 0.091395], [2.621613, 2.186587, 0.436145], [-0.509947, 1.320037, 2.846755], [1.641753, 1.455497, -1.143665], [1.207733, 1.220937, 2.125265], [-0.229377, -2.017933, -4.097885], [0.631033, 0.183447, 3.517305], [-0.472607, -4.063403, 0.062055], [-4.566507, -3.915833, -0.755905], [1.675323, 3.284237, -2.460065], [-1.617357, 1.589347, 0.776785], [2.631533, 2.744047, 1.278305], [-2.082237, 1.635387, -4.097425], [-4.744057, 0.259797, 1.782505], [3.487823, -3.544323, 0.382595], [-0.680777, -3.948093, -4.672155], [2.139423, 2.118727, -2.120685], [-3.626587, 2.310847, 3.104185], [7.274243, 4.293877, 0.231385], [-0.978037, -5.963143, -4.448545], [-2.128267, 1.337107, -0.823285], [0.113883, -5.593893, 1.139895], [5.404893, -2.163273, 0.003655], [-2.990047, -1.595933, 1.490665], [5.021093, 3.798197, 0.101645], [-5.393837, -2.296033, -3.342245], [3.213083, 3.552237, 1.447805], [5.038153, -0.049163, 1.364955], [2.820993, -2.484953, 1.689865], [-3.690787, -3.034193, -3.605175], [-1.486987, 6.751937, -0.472615], [0.513503, -1.783533, 3.492285], [-0.595847, 5.046077, 0.332175], [-2.135167, -2.132353, 1.529965], [0.948053, 3.851417, -2.048375], [-0.776297, -3.811133, -5.871555], [-0.753417, -5.099133, -3.976175], [-2.096987, 1.834387, 1.869425], [-0.866697, -2.437653, 4.765555], [-3.361747, 2.187287, 2.137395], [-0.462167, -3.092053, -2.828105], [-3.539117, -3.438463, -2.692125], [4.324573, -0.761603, 1.422755], [-2.272097, 1.470737, -1.814015], [0.401193, -4.951753, 0.415185], [7.688453, 2.720597, 0.940045], [-2.369127, -3.705183, 0.147645], [-1.754547, 0.480477, -2.537385], [-4.650317, -0.420553, 2.523075], [-1.789317, 2.125387, 3.814625], [-0.155587, -2.687923, 4.093395], [-1.113407, 5.215757, -1.696325], [-4.555727, -3.451133, -1.887435], [-0.275267, -5.068523, -3.087065], [1.382083, -1.985423, 2.676635], [-3.682827, -2.181543, 3.519235], [2.035033, 4.082487, 3.054965], [-3.734737, -1.447173, 2.575525], [0.245783, -0.600613, 4.024175], [-1.719047, -4.888593, 1.287795], [1.786893, 2.276327, 2.170295], [4.478653, -1.952753, 0.792265], [-1.385867, -0.559473, -2.116405], [-3.200037, -1.001973, 0.701225], [-2.777397, 2.265447, -2.178975], [-0.716827, 4.600867, -0.566295], [3.419583, 0.761227, -2.783015], [-1.304877, 6.497387, -1.432895], [-4.006777, 2.410647, 1.392985], [-6.205767, -2.542593, -1.752675], [-5.397477, -0.291413, 3.190295], [6.227623, 1.356437, 1.625915], [-1.666117, -4.378113, 0.417895], [5.774073, 3.139827, 0.672125], [3.395513, -2.670213, 0.880115], [3.238343, 2.267377, -3.693745], [-0.439717, -2.968863, -3.830315]], "forces_ev_per_angstrom": [[-1.0, 0.7, -0.4], [0.3, 0.5, -3.9], [1.6, -0.1, 1.6], [-0.4, -0.2, -0.3], [-4.6, 1.6, 0.2], [-1.3, 1.5, 3.5], [0.1, 0.1, -0.2], [0.1, 0.5, 0.0], [-0.1, -0.1, -0.3], [4.4, -2.5, -3.4], [0.1, 0.2, 0.3], [-0.9, 1.4, 0.2], [-0.2, 0.3, -0.4], [-2.9, -4.4, 2.2], [0.3, 0.6, 0.1], [-0.2, -0.2, 0.2], [0.2, 0.8, -0.5], [-0.5, 0.5, -0.4], [0.3, -0.3, 0.3], [5.8, 1.8, 0.2], [-0.4, 0.5, 0.1], [0.4, 0.5, -0.8], [0.2, 0.4, 0.4], [1.2, 0.6, -0.7], [-1.1, -2.8, -0.1], [-0.2, -0.5, -0.3], [0.1, 0.2, 0.6], [3.0, 1.8, -2.7], [-0.2, -0.2, 0.6], [-0.1, 2.6, -1.5], [0.3, 0.0, -0.8], [0.7, -1.0, -1.7], [0.6, -0.3, -0.6], [0.5, -0.6, -0.1], [-0.5, -0.1, 0.5], [0.3, -0.4, -1.2], [-5.1, -1.2, 5.5], [-0.3, -0.1, -0.5], [0.4, -0.4, 0.1], [0.3, 0.2, 0.2], [-0.6, 0.6, 0.1], [0.5, -0.3, -0.4], [-0.1, -0.2, 0.9], [1.1, 0.6, -1.9], [-6.4, 4.4, -3.1], [-0.4, 0.0, 0.6], [0.0, -0.3, -0.7], [-0.4, -0.8, 0.1], [-0.6, -0.9, -0.2], [0.8, -0.2, 0.2], [0.1, 0.3, -0.5], [1.3, 1.9, 0.8], [-0.1, 0.2, -0.4], [-0.4, 0.1, 0.0], [0.0, -0.6, 0.0], [-0.4, -0.2, -0.8], [-0.4, -1.7, 0.4], [-1.2, -0.4, 0.3], [-0.1, -0.4, -0.4], [-1.5, 1.2, -0.9], [0.1, 0.1, 0.0], [4.0, -1.0, -2.3], [0.2, 0.9, 1.0], [-1.2, 0.5, 1.9], [2.9, -3.3, 2.2], [0.2, 0.7, -0.1], [-0.8, -0.4, 0.4], [-0.7, 2.8, -0.1], [-0.9, 1.0, -0.3], [0.6, -0.4, 0.0], [-2.8, -4.8, 1.6], [0.6, -1.0, 0.0], [1.5, -0.2, 1.8], [-0.2, -0.7, -0.2], [1.1, -0.2, -2.3], [0.6, -1.1, 1.9], [-0.2, -0.3, 0.3], [-1.8, 0.7, 0.4], [0.1, 1.9, 0.2], [-0.9, 0.0, -0.3], [1.2, 2.1, -0.7], [2.5, 2.3, -2.7], [1.5, -4.0, 2.5], [0.5, -0.3, -0.1], [0.5, -0.2, 0.0], [0.6, -2.2, 1.9], [0.0, 0.3, -0.1], [-0.7, 2.6, -0.4], [0.2, 0.2, 0.3], [-0.6, 0.4, -0.9], [0.5, -0.8, 0.2], [0.0, 0.6, -0.1], [-3.6, 0.6, 1.2], [3.1, -1.9, 0.7], [-1.5, -2.3, 0.1], [0.7, -0.8, 0.0], [0.7, 3.3, 2.1]]}


{"formula": "C12H48O12", "method": "ωB97M-V/def2-TZVPD", "charge": 0, "e_lumo_ev": 0.2, "orbital_gap_ev": 8.451, "e_above_lowest_kcal_mol": 631.0, "species": ["H", "H", "C", "H", "H", "H", "H", "H", "H", "O", "C", "H", "O", "H", "H", "H", "H", "H", "O", "H", "O", "C", "O", "O", "C", "H", "H", "O", "H", "H", "H", "H", "H", "H", "C", "H", "H", "H", "C", "O", "H", "H", "H", "H", "O", "H", "O", "C", "H", "H", "C", "H", "H", "H", "H", "H", "H", "H", "H", "O", "C", "H", "H", "H", "O", "C", "C", "H", "H", "H", "H", "C"], "coordinates": [[1.757505, 0.729325, 2.282096], [1.752915, -1.105685, 0.802516], [-2.080015, 2.445065, 0.007196], [1.013555, 1.983085, -2.779894], [0.052425, 0.433035, 1.254596], [-1.233895, 1.865035, 0.375646], [-2.568565, 1.386395, 2.726976], [-0.748155, -1.547685, 1.356316], [3.995135, 1.187715, -0.788194], [4.336115, -0.395225, 0.324086], [-2.697665, 0.367285, 2.362486], [1.962875, -1.487135, -1.568284], [-0.127435, -2.540595, 3.040726], [-3.353665, 0.344215, -3.312214], [1.304135, -2.164055, 2.892596], [-1.843105, 2.949835, -0.929374], [-0.467345, 2.915405, -4.319874], [1.006515, 1.556895, 3.638846], [4.029195, -1.725915, -1.374594], [-0.601845, -0.366485, 0.589866], [-0.133675, 1.024135, 1.987796], [-2.903055, 1.042015, -2.606434], [-2.535935, -1.606795, -0.062414], [-2.325935, 0.324635, -1.480314], [1.720895, 0.529255, -3.446004], [-2.987455, 1.037585, -0.796214], [-0.895325, -0.788315, -1.075594], [1.720475, -1.300015, 2.851496], [-1.843565, -2.810125, 1.572636], [-2.196775, -0.343765, 3.019456], [2.470795, 0.482905, -0.420134], [1.176235, -0.287935, -1.392444], [3.361055, 1.467595, 0.791936], [-2.196005, 1.671545, -3.146694], [2.713165, -1.905385, -0.897294], [-3.276635, -3.264165, 0.709466], [3.166755, -0.455705, 1.708506], [-3.757105, 0.113365, 2.397486], [3.443875, 0.704215, 0.018316], [0.869305, -0.305835, -2.609724], [-3.688695, 1.776335, -2.428554], [-2.260535, 0.847145, 0.500396], [0.887055, -0.205045, 3.501126], [-0.235085, 2.500555, -1.561024], [-2.115885, 0.099105, 1.084446], [1.113415, 1.113085, -4.137534], [-3.175835, 1.572125, -0.021364], [-0.810455, -1.449925, 2.440126], [-1.882265, -1.504625, 2.630746], [0.768735, -1.228415, -2.855374], [-2.734275, -2.401155, 1.095686], [-0.692205, 1.367505, -2.850324], [2.466515, -0.159595, -3.843044], [2.583425, -1.466455, 0.091946], [2.953145, -2.235885, 1.445146], [2.330985, 1.237215, -2.885044], [-3.401845, -1.977995, 1.846276], [4.593405, -1.108585, -0.903244], [-2.728505, -0.542275, -1.390844], [0.947485, -0.325155, -0.460844], [-0.037735, 2.199305, -2.589814], [-0.370875, -0.529805, 2.825166], [-2.275935, 3.192205, 0.776286], [-0.497515, -2.641585, 3.920756], [-0.636035, 3.191115, -3.415914], [0.888125, 0.729175, 2.939586], [-0.399045, -0.058545, -0.435874], [-0.602605, 0.919815, -0.871144], [5.027525, -0.009395, 0.866936], [-2.083525, -0.802435, 0.202026], [2.530365, -2.978235, -0.836654], [2.458915, -1.279275, 1.614626]], "forces_ev_per_angstrom": [[0.5, 0.0, 1.0], [-0.6, 0.5, 1.9], [0.0, 2.0, 1.1], [-1.5, 1.7, 0.9], [0.4, 0.8, 0.4], [0.4, 1.3, -0.1], [0.2, 0.0, -0.3], [1.0, -0.3, 0.9], [-0.1, 0.7, -0.3], [1.1, 2.8, 1.9], [-0.7, 0.1, -0.1], [1.5, -1.2, 0.1], [-2.2, -2.3, 0.4], [0.2, -0.2, 0.0], [0.1, -0.2, 0.3], [-0.4, 0.0, 0.0], [-0.1, 0.3, -0.2], [-0.3, 0.5, -0.1], [-0.1, -2.2, -3.7], [-0.4, 0.8, -2.1], [0.9, 1.5, 1.6], [-0.6, -0.3, -2.1], [-1.3, -5.1, -1.9], [-1.0, -0.4, -7.0], [1.3, -2.8, -0.9], [-1.1, -0.1, 0.5], [0.9, 0.0, 0.3], [4.3, -3.1, -1.0], [-0.7, -0.4, -0.9], [-1.1, 2.1, 0.5], [0.7, -0.5, 1.0], [0.2, 0.3, 0.5], [-0.1, -0.4, 0.4], [0.0, -0.5, 0.2], [1.6, -0.6, -1.2], [-0.3, -0.2, 0.1], [-0.7, -1.0, 0.5], [-0.3, 0.2, -0.3], [1.9, 1.8, -1.8], [-0.4, 1.8, -4.5], [-0.2, -0.3, 1.2], [-1.0, -0.2, 1.0], [-0.9, 1.7, 0.1], [0.5, 0.0, -0.3], [-0.5, 1.1, 7.4], [0.5, -0.9, -0.6], [-4.1, 6.5, 1.4], [0.9, -0.5, 1.0], [1.8, -0.9, 0.5], [0.4, 0.0, -0.8], [-1.9, -2.4, -2.0], [1.3, -0.7, 0.9], [-0.1, 0.2, -0.8], [1.0, -1.2, -3.5], [0.3, 0.1, 0.6], [-0.1, -0.5, 0.5], [0.0, 0.4, -0.1], [-0.7, -0.3, 0.2], [-0.6, -1.0, -0.1], [-0.1, 1.0, 2.9], [-1.4, 0.6, 0.1], [-1.2, -1.4, -0.3], [0.0, 0.2, -0.2], [0.1, -0.2, 0.1], [0.6, 1.2, -0.4], [0.8, 4.1, 0.1], [2.7, -1.9, -1.2], [0.4, -0.8, 1.3], [0.2, 0.0, 0.2], [-0.6, -0.7, 0.9], [-0.1, -0.3, 0.2], [-1.1, -0.1, 4.1]]}


| no. | energy (Eh) |
| --- | --- |
| 1 | -1401.6252 |
| 2 | -3303.2501 |
| 3 | -1387.8437 |